ORCA calculation (the ωB97M-V functional and the def2-TZVPD basis) on 14 unconnected molecules or ions with the total composition C66H124O18 in a non-equilibrium geometry.

Computed properties:
Frontier orbital gap: 10.01 eV
ΔE to the lowest compared entry with this formula, charge and spin: 13.4 kcal/mol
E_HOMO: -9.614 eV

Geometry (Å):
1 O 15.277 14.188 15.120
2 O 18.533 13.558 8.646
3 O 15.133 12.252 12.129
4 O 13.190 11.258 11.776
5 O 11.602 13.177 18.850
6 O 11.294 15.403 15.987
7 O 17.813 8.179 14.137
8 O 13.595 12.176 18.633
9 O 11.444 9.091 14.731
10 O 9.991 15.714 17.799
11 O 10.736 10.247 17.468
12 O 8.946 11.367 16.850
13 O 14.452 15.086 10.534
14 O 12.908 15.064 12.083
15 O 15.655 8.666 14.032
16 O 17.226 14.347 14.143
17 O 17.167 11.949 9.368
18 O 10.619 9.082 12.742
19 C 14.741 13.934 22.167
20 C 12.027 17.019 17.499
21 C 9.317 7.417 21.445
22 C 18.513 9.714 12.446
23 C 11.848 11.183 20.050
24 C 18.961 8.533 13.329
25 C 14.495 11.437 22.645
26 C 13.208 16.629 16.542
27 C 19.864 15.428 17.772
28 C 13.948 15.235 22.054
29 C 18.075 12.722 9.562
30 C 20.352 7.186 20.098
31 C 20.986 17.427 11.575
32 C 10.350 12.927 19.449
33 C 18.713 9.090 19.675
34 C 16.349 15.863 11.698
35 C 18.136 18.870 13.740
36 C 17.963 10.304 20.240
37 C 12.370 16.061 15.402
38 C 15.762 16.599 20.934
39 C 12.392 11.066 10.650
40 C 11.286 6.547 20.181
41 C 12.479 8.433 15.544
42 C 12.821 12.030 9.576
43 C 17.050 9.346 12.215
44 C 16.412 12.135 14.955
45 C 16.714 8.705 13.513
46 C 14.279 13.277 15.505
47 C 17.240 17.553 15.669
48 C 19.525 8.309 20.728
49 C 12.593 7.667 13.283
50 C 14.339 12.004 9.751
51 C 17.739 18.889 15.183
52 C 12.488 12.169 19.127
53 C 19.511 18.335 13.366
54 C 14.341 11.885 11.299
55 C 10.978 15.975 17.157
56 C 15.820 15.471 10.315
57 C 20.248 12.568 14.999
58 C 18.786 15.757 18.859
59 C 14.847 16.425 22.189
60 C 9.975 7.371 20.038
61 C 19.712 14.260 9.201
62 C 19.557 14.109 17.037
63 C 10.217 11.099 16.765
64 C 10.560 11.869 20.561
65 C 15.034 16.126 12.453
66 C 19.755 14.079 10.693
67 C 18.628 13.063 10.952
68 C 20.400 13.900 15.709
69 C 21.183 12.473 13.761
70 C 13.779 12.792 22.582
71 C 13.803 6.487 19.322
72 C 11.450 8.647 13.462
73 C 9.852 12.512 14.944
74 C 19.813 18.324 11.947
75 C 13.997 15.408 11.701
76 C 16.463 13.593 14.690
77 C 12.905 7.229 14.724
78 C 8.663 12.548 15.997
79 C 12.319 6.804 19.012
80 C 10.969 12.034 15.817
81 C 14.944 11.909 15.351
82 C 14.341 7.454 20.463
83 C 17.052 10.994 19.290
84 C 16.894 12.542 19.399
85 H 13.670 7.343 21.342
86 H 18.520 14.147 16.703
87 H 15.354 7.454 20.706
88 H 10.928 5.460 20.111
89 H 20.874 15.454 18.282
90 H 11.665 6.727 21.181
91 H 19.154 7.695 12.640
92 H 15.397 16.333 23.166
93 H 13.000 12.679 21.819
94 H 19.438 9.463 18.916
95 H 13.953 7.030 14.779
96 H 13.165 15.372 22.819
97 H 19.510 15.293 8.915
98 H 17.734 15.530 18.493
99 H 20.974 16.472 12.027
100 H 10.120 8.361 19.577
101 H 17.167 11.933 15.724
102 H 18.903 17.999 11.486
103 H 19.574 17.279 13.570
104 H 10.131 13.489 14.552
105 H 17.212 12.975 20.351
106 H 22.147 12.059 13.957
107 H 18.086 19.938 13.327
108 H 13.367 15.174 21.101
109 H 18.492 19.274 15.870
110 H 20.740 13.687 10.916
111 H 20.393 11.716 15.744
112 H 15.291 13.724 21.285
113 H 11.656 10.289 19.489
114 H 15.346 11.532 23.292
115 H 12.229 7.889 18.784
116 H 17.778 13.482 11.489
117 H 20.659 11.875 13.080
118 H 19.173 9.772 11.605
119 H 8.552 13.418 16.647
120 H 12.499 12.998 9.887
121 H 18.875 12.140 11.516
122 H 20.946 17.345 10.442
123 H 14.695 11.089 21.621
124 H 12.524 11.798 8.577
125 H 12.537 10.078 10.265
126 H 11.849 11.529 15.294
127 H 11.313 11.152 10.851
128 H 9.684 11.868 14.075
129 H 17.444 9.893 21.162
130 H 13.947 13.530 16.543
131 H 18.518 10.581 13.056
132 H 17.989 16.792 15.806
133 H 20.841 6.731 20.944
134 H 14.258 17.343 22.200
135 H 14.932 12.846 9.549
136 H 16.699 17.773 16.604
137 H 9.215 6.866 19.377
138 H 16.277 14.628 9.920
139 H 9.657 11.217 20.560
140 H 10.037 13.910 19.798
141 H 16.948 15.118 12.200
142 H 11.981 6.262 18.094
143 H 21.460 14.139 15.956
144 H 8.359 7.898 21.324
145 H 13.568 13.289 14.653
146 H 19.646 6.465 19.520
147 H 11.370 12.799 16.491
148 H 9.057 6.414 21.686
149 H 13.495 8.224 12.852
150 H 10.575 12.229 21.533
151 H 13.802 15.819 16.996
152 H 12.044 16.869 14.749
153 H 13.866 10.667 23.124
154 H 18.943 7.902 21.473
155 H 18.756 11.014 20.692
156 H 16.649 11.592 14.076
157 H 9.686 12.565 18.714
158 H 17.418 13.120 18.631
159 H 12.244 16.819 18.504
160 H 19.871 8.676 13.935
161 H 19.911 16.274 17.042
162 H 21.166 7.645 19.532
163 H 9.866 7.932 22.216
164 H 12.658 10.945 20.756
165 H 16.245 17.553 20.895
166 H 15.868 12.766 19.324
167 H 16.988 16.733 11.784
168 H 17.262 10.868 18.252
169 H 15.832 16.246 9.577
170 H 14.053 8.453 20.057
171 H 12.260 6.401 14.986
172 H 17.411 18.396 13.141
173 H 21.310 13.419 13.215
174 H 7.735 12.480 15.405
175 H 15.152 16.428 20.041
176 H 12.888 15.372 14.782
177 H 20.234 9.011 21.249
178 H 12.204 8.207 16.594
179 H 21.806 18.037 11.862
180 H 13.354 9.130 15.587
181 H 16.073 10.516 19.376
182 H 16.340 10.144 12.093
183 H 13.921 5.455 19.728
184 H 16.629 15.929 21.001
185 H 15.549 13.997 22.889
186 H 18.033 8.395 19.054
187 H 19.581 14.972 11.287
188 H 16.519 17.088 15.001
189 H 14.812 11.229 16.225
190 H 18.821 16.798 19.198
191 H 14.297 6.634 18.428
192 H 14.842 17.161 12.450
193 H 14.492 11.489 14.517
194 H 16.895 19.577 15.248
195 H 18.855 15.046 19.744
196 H 20.546 13.871 8.647
197 H 13.293 13.036 23.516
198 H 13.848 17.426 16.172
199 H 12.294 6.915 12.547
200 H 20.062 19.319 11.522
201 H 19.237 12.604 14.613
202 H 16.803 8.613 11.348
203 H 19.706 13.223 17.691
204 H 11.663 18.051 17.412
205 H 14.789 11.125 9.316
206 H 14.943 15.819 13.481
207 H 20.268 18.795 14.066
208 H 20.106 14.685 14.998